No. 1
{
  "formula": "C2H3N3",
  "method": "ωB97M-V with the def2-TZVPD basis set",
  "symbols": ["C", "C", "N", "N", "N", "H", "H", "H"],
  "positions_angstrom": [[1.243, -0.221, 0.553], [-0.712, -1.160, -0.011], [1.490, -1.341, 1.050], [-0.151, -2.170, 0.557], [-0.009, -0.002, 0.011], [1.977, 0.682, 0.718], [-1.679, -1.097, -0.256], [-0.432, 0.744, -0.389]],
  "nbo_charge": [0.15, 0.15, -0.26, -0.27, -0.59, 0.22, 0.20, 0.40],
  "homo_ev": -10.21,
  "multiplicity": 1,
  "total_energy_ev": -6590.110,
  "largest_force_ev_per_a": 5.4,
  "relative_energy_kcal_mol": 56.9,
  "lumo_energy_ev": 0.71
}

No. 2
{
  "formula": "C2H3N3",
  "method": "ωB97M-V with the def2-TZVPD basis set",
  "symbols": ["N", "C", "N", "C", "N", "H", "H", "H"],
  "positions_angstrom": [[-0.685, 0.605, 0.298], [-0.753, -0.670, -0.133], [0.459, -1.159, -0.295], [1.239, -0.082, 0.024], [0.589, 0.990, 0.411], [-1.381, 1.329, 0.345], [-1.699, -1.155, -0.334], [2.230, 0.142, -0.317]],
  "nbo_charge": [-0.36, 0.17, -0.47, 0.11, -0.28, 0.42, 0.21, 0.20],
  "homo_ev": -10.14,
  "multiplicity": 1,
  "total_energy_ev": -6592.264,
  "largest_force_ev_per_a": 1.3,
  "smiles": "c1nc[nH]n1",
  "relative_energy_kcal_mol": 7.2,
  "lumo_energy_ev": 0.93
}